DFT (ωB97M-V/def2-TZVPD) results for a 2-piece molecular cluster, C3H4NO3P overall at a distorted geometry.

total charge = 0
gap between HOMO and LUMO (alpha / beta) = 8.43 / 8.43 eV
largest force on an atom = 3.5 eV/Å
energy relative to the best compared isomer or geometry (same formula, charge and spin) = 68.6 kcal per mole
total energy = -738.4611 hartree
2S+1 = 1
HOMO (alpha / beta) = -9.025 / -9.024 eV
molar mass = 133.04 Da

XYZ file:
```
12
Properties=species:S:1:pos:R:3:forces:R:3:nbo_charge:R:1
C 0.620 0.719 0.800 1.0 -0.2 -2.0 0.8533
C -2.752 0.322 -0.230 -0.7 2.9 -1.7 0.3971
C 2.887 0.389 -0.439 -0.4 0.7 0.3 -0.4116
N 1.589 0.507 0.153 -0.1 0.6 1.1 -0.5173
O -0.466 0.915 1.188 -0.8 0.2 1.1 -0.5743
O -3.045 1.147 -0.978 0.6 -0.7 1.4 -0.4047
O -1.903 -2.110 0.959 2.3 -1.4 2.1 -1.0559
P -2.611 -1.455 -0.107 0.0 -1.1 -1.8 1.1526
H 3.358 1.394 -0.723 -0.8 -1.7 0.2 0.2225
H 3.524 -0.199 0.189 0.6 0.2 0.8 0.2145
H 2.669 -0.326 -1.199 0.5 0.1 -1.6 0.2245
H -3.870 -1.302 0.387 -2.1 0.3 0.2 -0.1007
```
Forces are in eV/Å.

DFT (ωB97M-V/def2-TZVPD) results for a 2-piece molecular cluster, C3H4NOP overall at a distorted geometry.

total charge = 0
gap between HOMO and LUMO (alpha / beta) = 5.52 / 5.53 eV
largest force on an atom = 3.2 eV/Å
energy relative to the best compared isomer or geometry (same formula, charge and spin) = 118.6 kcal per mole
total energy = -587.8374 hartree
2S+1 = 1
HOMO (alpha / beta) = -7.127 / -7.135 eV
molar mass = 101.04 Da

XYZ file:
```
10
Properties=species:S:1:pos:R:3:forces:R:3:nbo_charge:R:1
C -0.257 -0.262 0.204 -0.3 0.7 -0.1 -0.2542
C 0.399 -1.543 0.254 1.2 -0.5 -0.2 -0.6900
C 0.237 0.828 -0.380 0.0 0.0 0.0 -0.3330
N 3.217 0.956 -0.492 0.4 -0.1 3.1 0.1930
O 3.477 1.395 0.558 -0.6 -1.2 -2.8 -0.1827
P 1.991 -1.910 -0.105 0.1 1.1 0.0 0.4334
H -1.234 -0.224 0.665 -0.2 0.1 0.0 0.2076
H -0.229 -2.366 0.587 0.0 -0.1 0.0 0.2356
H -0.300 1.759 -0.408 -0.2 0.1 0.1 0.2008
H 1.216 0.818 -0.847 -0.4 -0.1 -0.1 0.1894
```
Forces are in eV/Å.

DFT (ωB97M-V/def2-TZVPD) results for C3H4NOP in the gas phase at a distorted geometry.

total charge = 0
gap between HOMO and LUMO (alpha / beta) = 5.77 / 5.78 eV
largest force on an atom = 4.6 eV/Å
energy relative to the best compared isomer or geometry (same formula, charge and spin) = 91.5 kcal per mole
total energy = -587.8806 hartree
2S+1 = 1
HOMO (alpha / beta) = -7.116 / -7.121 eV
molar mass = 101.04 Da

XYZ file:
```
10
Properties=species:S:1:pos:R:3:forces:R:3:nbo_charge:R:1
C 1.856 0.802 -0.206 -2.1 0.6 0.0 0.2794
C -0.949 0.661 -0.114 3.1 2.3 2.6 -0.5156
C -1.058 -0.784 0.122 -0.2 1.0 -1.5 -0.3433
N 0.295 -1.460 0.107 0.4 0.1 0.4 -0.7864
O 2.624 1.563 0.175 0.6 0.8 0.1 -0.4530
P 1.779 -1.070 -0.049 -0.8 -2.2 0.1 0.9720
H -0.466 1.343 0.737 -1.5 -1.6 -1.4 0.1815
H -0.773 1.204 -1.035 -0.6 -0.6 -0.5 0.2036
H -1.688 -1.050 0.978 0.9 -0.1 0.3 0.2374
H -1.620 -1.210 -0.715 0.3 -0.3 -0.1 0.2244
```
Forces are in eV/Å.

DFT (ωB97M-V/def2-TZVPD) results for a 2-piece molecular cluster, C3H4NOS overall at a distorted geometry.

total charge = -1
gap between HOMO and LUMO = 4.26 eV
largest force on an atom = 4.5 eV/Å
energy relative to the best compared isomer or geometry (same formula, charge and spin) = 67.5 kcal per mole
total energy = -644.8257 hartree
2S+1 = 1
HOMO = -1.342 eV
molar mass = 102.14 Da

XYZ file:
```
10
Properties=species:S:1:pos:R:3:forces:R:3:nbo_charge:R:1
C -0.584 0.914 0.244 0.0 -2.2 0.1 -0.0993
C 2.929 0.043 0.055 0.6 0.1 1.3 0.4884
C -1.022 -0.533 0.083 0.8 -3.5 1.3 -0.7605
N -1.494 1.656 -0.184 -1.9 3.9 -1.0 -0.8222
O 3.123 1.134 0.383 -0.4 -0.7 -0.8 -0.4362
S 2.929 -1.535 -0.127 -0.3 0.7 -0.4 -0.0840
H -0.382 -1.133 -0.609 -0.2 0.7 -0.1 0.1802
H -0.964 -1.289 0.986 0.1 1.7 -0.8 0.1615
H -2.060 -0.618 -0.251 -0.3 0.1 -0.3 0.1434
H -2.477 1.361 -0.580 1.7 -0.8 0.8 0.2285
```
Forces are in eV/Å.

DFT (ωB97M-V/def2-TZVPD) results for an isolated ion of composition C3H4NOS2 and charge +1 at a distorted geometry.

total charge = +1
gap between HOMO and LUMO (alpha / beta) = 7.55 / 6.48 eV
largest force on an atom = 4.5 eV/Å
energy relative to the best compared isomer or geometry (same formula, charge and spin) = 21.0 kcal per mole
total energy = -1042.6258 hartree
2S+1 = 3
HOMO (alpha / beta) = -11.769 / -14.600 eV
molar mass = 134.21 Da

XYZ file:
```
11
Properties=species:S:1:pos:R:3:forces:R:3:nbo_charge:R:1
C 0.739 -1.414 -1.684 -1.2 0.7 0.3 0.3144
C -0.040 -0.190 -1.260 -3.0 -1.7 -2.8 -0.3467
C 1.379 0.145 0.258 1.0 -1.1 -0.2 -0.3551
N -0.054 -0.154 0.233 -2.7 0.4 0.8 -0.5832
O 0.601 -2.097 -2.657 0.3 0.5 0.6 -0.4433
S 1.885 -1.593 -0.355 2.3 0.8 1.0 0.3362
S 1.401 1.286 -1.268 1.2 0.2 0.9 0.5548
H -0.932 -0.114 -1.942 0.5 0.3 1.4 0.2964
H 1.766 0.610 1.179 0.1 -0.8 -0.3 0.2882
H -0.616 0.581 0.752 0.4 -0.5 -1.3 0.4631
H -0.411 -1.085 0.629 1.1 1.3 -0.4 0.4752
```
Forces are in eV/Å.

DFT (ωB97M-V/def2-TZVPD) results for C3H4NP as an isolated structure at a distorted geometry.

total charge = 0
gap between HOMO and LUMO = 9.17 eV
largest force on an atom = 4.1 eV/Å
energy relative to the best compared isomer or geometry (same formula, charge and spin) = 30.4 kcal per mole
total energy = -512.7275 hartree
2S+1 = 1
HOMO = -9.301 eV
molar mass = 85.05 Da

XYZ file:
```
9
Properties=species:S:1:pos:R:3:forces:R:3:nbo_charge:R:1
C 1.054 -0.260 -0.539 -2.2 0.2 0.3 -0.0508
C -0.097 -0.963 -0.402 1.3 1.9 -0.9 -0.5512
C -0.243 1.402 -0.035 -0.6 1.5 -0.8 -0.2253
N 0.943 1.158 -0.462 -0.2 -1.1 0.9 -0.3769
P -1.485 0.140 -0.328 -0.4 -1.8 3.7 0.5641
H 1.995 -0.685 -0.542 1.9 -0.7 -0.3 0.2006
H -0.171 -1.977 -0.275 0.0 -2.3 -0.1 0.2250
H -0.575 2.412 0.097 0.1 0.7 0.1 0.1934
H -1.705 -0.524 1.275 0.1 1.6 -2.8 0.0211
```
Forces are in eV/Å.

DFT (ωB97M-V/def2-TZVPD) results for an isolated ion of composition C3H4NS and charge +1 at a distorted geometry.

total charge = +1
gap between HOMO and LUMO (alpha / beta) = 7.29 / 7.95 eV
largest force on an atom = 4.7 eV/Å
energy relative to the best compared isomer or geometry (same formula, charge and spin) = 63.2 kcal per mole
total energy = -569.2468 hartree
2S+1 = 1
HOMO (alpha / beta) = -13.925 / -14.824 eV
molar mass = 86.14 Da

XYZ file:
```
9
Properties=species:S:1:pos:R:3:forces:R:3:nbo_charge:R:1
C -0.027 -1.314 -0.144 -0.6 0.3 0.8 0.0369
C 1.259 -1.000 0.092 4.5 -1.0 -0.2 -0.1265
C 0.053 1.058 -0.067 0.5 0.8 0.0 -0.3856
N -0.618 -0.191 0.153 -3.7 1.0 -0.1 -0.4091
S 1.814 0.541 -0.010 -0.7 -0.5 -0.2 0.6134
H -0.503 -2.269 -0.263 -0.2 -0.2 -0.3 0.2787
H -0.341 1.561 -0.960 0.1 -0.1 0.1 0.2722
H -0.033 1.741 0.783 -0.1 -0.2 0.0 0.2755
H -1.604 -0.127 0.417 0.2 -0.2 -0.1 0.4446
```
Forces are in eV/Å.

DFT (ωB97M-V/def2-TZVPD) results for C3H4NS as an isolated structure at a distorted geometry.

total charge = +1
gap between HOMO and LUMO = 8.33 eV
largest force on an atom = 10.4 eV/Å
energy relative to the best compared isomer or geometry (same formula, charge and spin) = 89.6 kcal per mole
total energy = -569.2047 hartree
2S+1 = 1
HOMO = -15.256 eV
molar mass = 86.14 Da

XYZ file:
```
9
Properties=species:S:1:pos:R:3:forces:R:3:nbo_charge:R:1
C 0.770 1.322 0.104 -3.2 -0.3 -1.6 0.1999
C 2.418 1.154 -0.064 -3.9 -0.1 0.9 -0.2087
C 0.491 -0.881 -0.043 1.1 -2.0 0.7 -0.3910
N -0.271 0.383 0.023 10.4 -0.5 0.9 -0.4499
S 2.392 -0.475 0.000 -1.6 -0.8 -0.2 0.6197
H 0.234 2.236 0.037 0.6 1.7 0.4 0.2157
H 0.410 -1.744 0.670 -0.8 1.4 0.1 0.2826
H 0.454 -1.411 -0.972 -0.5 0.1 -1.1 0.2631
H -1.223 0.550 -0.070 -2.2 0.4 -0.1 0.4684
```
Forces are in eV/Å.

DFT (ωB97M-V/def2-TZVPD) results for C3H4O as an isolated structure at a distorted geometry.

total charge = 0
gap between HOMO and LUMO = 10.17 eV
largest force on an atom = 4.6 eV/Å
energy relative to the best compared isomer or geometry (same formula, charge and spin) = 47.7 kcal per mole
total energy = -191.8339 hartree
2S+1 = 1
HOMO = -9.689 eV
molar mass = 56.06 Da

XYZ file:
```
8
Properties=species:S:1:pos:R:3:forces:R:3:nbo_charge:R:1
C 0.324 0.452 0.383 -3.6 -0.2 1.5 -0.2511
C 1.261 -0.223 -0.255 1.3 2.4 2.4 -0.4237
C -1.478 0.016 -0.047 -0.6 1.8 0.8 0.4412
O -2.640 0.385 0.178 4.5 -0.4 0.3 -0.5054
H 2.306 0.111 0.083 -1.4 -1.2 -1.0 0.2281
H 1.012 -1.001 -0.886 0.1 -1.3 -1.7 0.2056
H -1.356 -0.744 -0.788 0.4 -1.0 -0.8 0.0944
H 0.571 1.005 1.332 -0.6 0.0 -1.5 0.2110
```
Forces are in eV/Å.

DFT (ωB97M-V/def2-TZVPD) results for C3H4O in the gas phase at a distorted geometry.

total charge = 0
gap between HOMO and LUMO (alpha / beta) = 9.21 / 8.29 eV
largest force on an atom = 4.8 eV/Å
energy relative to the best compared isomer or geometry (same formula, charge and spin) = 119.1 kcal per mole
total energy = -191.7201 hartree
2S+1 = 1
HOMO (alpha / beta) = -9.020 / -8.541 eV
molar mass = 56.06 Da

XYZ file:
```
8
Properties=species:S:1:pos:R:3:forces:R:3:nbo_charge:R:1
C -0.312 -0.377 0.914 0.2 -1.5 -4.6 0.3815
C -0.161 0.491 1.868 0.3 0.7 0.2 -0.6269
C 0.160 -0.567 -1.887 -0.7 0.2 3.9 -0.0010
O 0.066 -0.411 -0.476 0.3 0.6 0.6 -0.5422
H 0.269 1.479 1.757 0.1 0.0 -0.2 0.2220
H -0.483 0.199 2.854 -0.1 -0.1 0.1 0.2350
H -0.730 -0.409 -2.465 -0.3 0.1 0.1 0.1642
H 0.966 -1.206 -2.191 0.2 -0.1 0.0 0.1674
```
Forces are in eV/Å.